Entry from the Open Molecules 2025 dataset: a 3-piece molecular cluster, C4H11NO2 overall (wB97M-V/def2-TZVPD).

Its relative energy (zero: lowest compared OMol25 entry of this formula, charge and spin) is 223.7 kJ/mol. The value obtained for the LUMO energy is 0.49 eV. Its HOMO energy is -8.6509 eV. The SMILES is C=C/C=C/N.O.O. As for the spin multiplicity: 1.

The geometry in XYZ format:
```
18
Properties=species:S:1:pos:R:3:forces:R:3
C -0.5536 2.2474 2.0262 -0.365 -0.168 -0.501
C -0.8439 0.9614 2.1568 0.570 -0.263 0.471
C -0.4902 -0.1187 1.2042 -0.767 0.358 -0.673
C -1.4746 -0.8300 0.6495 0.312 -0.582 0.432
N -1.3672 -1.7728 -0.3863 -0.261 0.971 0.132
H -0.8811 2.9626 2.7572 0.070 0.204 0.247
H -0.1314 2.6289 1.1051 0.248 0.052 0.063
H -1.3235 0.6353 3.0788 -0.119 0.035 -0.101
H 0.5204 -0.2704 0.8548 0.298 0.178 0.048
H -2.4685 -0.7132 1.0549 -0.316 -0.027 0.013
H -1.5582 -2.7204 -0.1156 0.103 -0.202 -0.240
H -0.5816 -1.6096 -0.9899 0.227 -0.585 0.066
O 2.1491 -2.1841 -2.2649 -0.264 0.361 -0.030
H 1.5812 -1.5109 -1.8634 0.291 -0.176 -0.011
H 2.5214 -1.6995 -3.0120 0.057 -0.117 0.043
O 1.7368 1.1196 -2.3718 0.166 -0.329 -0.294
H 2.2781 1.8002 -1.9575 -0.325 -0.082 0.144
H 0.8868 1.0742 -1.9261 0.073 0.371 0.189
```
Positions in Å, forces in eV/Å.

Atomic partial charges in e from the Löwdin method, atoms 1 to 4: number 1, C, carries -0.007; number 2, C, carries -0.208; number 3, C, carries -0.128; number 4, C, carries -0.222